No. 1
{"formula": "C14H17BrN2O", "method": "the ωB97M-V functional and the def2-TZVPD basis", "symbols": ["Br", "O", "N", "N", "C", "C", "C", "C", "C", "C", "C", "C", "C", "C", "C", "C", "C", "C", "H", "H", "H", "H", "H", "H", "H", "H", "H", "H", "H", "H", "H", "H", "H", "H", "H"], "coordinates": [[4.06, -1.09, -0.91], [4.55, -2.38, -4.08], [-1.80, 3.53, 3.00], [-0.24, -0.61, 3.59], [-0.16, 0.72, 1.13], [2.56, -0.62, 0.36], [-5.28, 0.31, 1.88], [1.19, 1.59, 1.15], [-3.89, 1.07, 1.93], [-4.56, -0.69, -0.55], [-3.19, 0.07, -0.50], [-1.42, 1.73, 0.88], [-2.83, 0.95, 0.76], [-1.44, 2.86, 2.05], [-5.60, -0.58, 0.63], [2.40, 0.98, 0.26], [-0.38, 0.04, 2.57], [5.70, -3.03, -4.59], [-4.87, -1.35, -1.43], [6.56, -2.37, -4.52], [3.40, 1.46, 0.60], [-1.22, 2.29, -0.12], [-0.17, -0.04, 0.27], [4.73, -2.16, -3.15], [1.62, -1.21, 0.09], [-6.61, -1.13, 0.62], [5.88, -3.95, -4.03], [-3.70, 1.68, 2.89], [2.25, 1.32, -0.83], [2.89, -0.96, 1.41], [0.93, 2.62, 0.68], [5.52, -3.29, -5.64], [-2.45, -0.01, -1.39], [1.58, 1.82, 2.21], [-6.00, 0.44, 2.78]], "lumo_energy_ev": -0.1, "homo_lumo_gap_ev": 9.2, "total_charge": 0, "smiles": "N#C[C@H](CCCBr)[C@H](C#N)c1ccccc1.CO", "e_homo_ev": -9.3}

No. 2
{"formula": "C4H4BrNO2S2", "method": "the ωB97M-V functional and the def2-TZVPD basis", "symbols": ["Br", "S", "S", "O", "O", "N", "C", "C", "C", "C", "H", "H", "H", "H"], "coordinates": [[2.58, 0.69, -0.61], [0.15, 0.79, 1.00], [-2.53, 2.00, -1.17], [0.45, 2.19, 0.97], [-0.71, 0.30, 2.08], [-0.34, -1.17, -0.63], [0.76, -1.50, -0.01], [1.85, -0.74, 0.47], [-0.70, 0.17, -0.78], [-2.11, 0.50, -0.85], [-2.67, -0.43, -0.65], [0.94, -2.59, 0.33], [-0.13, 0.83, -1.31], [2.48, -1.05, 1.16]], "lumo_energy_ev": -1.9, "homo_lumo_gap_ev": 7.6, "total_charge": 0, "e_homo_ev": -9.4}

No. 3
{"formula": "C2H10N4", "method": "the ωB97M-V functional and the def2-TZVPD basis", "symbols": ["N", "N", "N", "N", "C", "C", "H", "H", "H", "H", "H", "H", "H", "H", "H", "H"], "coordinates": [[0.07, -1.16, 0.02], [-0.51, -0.74, 1.10], [0.15, 0.82, -1.31], [0.17, -0.12, 2.17], [1.41, 0.70, -1.96], [-1.88, -0.34, 1.00], [-0.58, 0.49, -1.93], [0.44, 0.83, 1.90], [1.01, -0.65, 2.39], [1.08, -1.20, 0.10], [2.21, 0.88, -1.23], [-2.31, -0.80, 0.11], [1.51, 1.46, -2.75], [1.59, -0.28, -2.44], [-2.42, -0.65, 1.89], [-1.94, 0.75, 0.90]], "lumo_energy_ev": [1.0, 0.7], "homo_lumo_gap_ev": [9.6, 7.7], "total_charge": 0, "e_homo_ev": [-8.6, -7.0]}

No. 4
{"formula": "H2N4O2", "method": "the ωB97M-V functional and the def2-TZVPD basis", "symbols": ["O", "O", "N", "N", "N", "N", "H", "H"], "coordinates": [[-0.27, -0.36, 2.00], [-0.69, 0.54, -0.51], [-2.11, 2.98, 0.76], [0.27, 1.11, 0.35], [0.32, 0.72, 1.46], [-1.77, 2.30, 1.55], [-0.95, -0.75, 1.40], [-0.27, 0.69, -1.42]], "lumo_energy_ev": 0.6, "homo_lumo_gap_ev": 11.1, "total_charge": 0, "smiles": "O/N=N\\O.N#N", "e_homo_ev": -10.5}

No. 5
{"formula": "CH7NO", "method": "the ωB97M-V functional and the def2-TZVPD basis", "symbols": ["O", "N", "C", "H", "H", "H", "H", "H", "H", "H"], "coordinates": [[1.40, -2.86, 0.30], [-1.28, 1.97, 0.07], [-0.55, 0.87, -0.55], [-1.75, 1.59, 0.90], [-0.01, 0.26, 0.19], [0.18, 1.25, -1.29], [-0.62, 2.67, 0.43], [-1.28, 0.23, -1.07], [2.02, -2.26, 0.77], [1.88, -3.72, 0.25]], "lumo_energy_ev": 0.8, "homo_lumo_gap_ev": 10.0, "total_charge": 0, "smiles": "CN.O", "e_homo_ev": -9.2}

No. 6
{"formula": "C5H14N2", "method": "the ωB97M-V functional and the def2-TZVPD basis", "symbols": ["N", "N", "C", "C", "C", "C", "C", "H", "H", "H", "H", "H", "H", "H", "H", "H", "H", "H", "H", "H", "H"], "coordinates": [[-0.73, 0.36, -0.90], [1.76, -0.40, 1.92], [0.69, -1.80, 0.03], [0.60, -0.59, 0.89], [-0.80, 1.24, -2.04], [-1.85, 0.50, 0.01], [0.50, 0.61, -0.03], [-0.23, -2.12, -0.50], [-1.46, 2.11, -1.75], [-0.33, -0.53, 1.63], [0.83, -2.83, 0.66], [-1.37, 0.73, -2.87], [1.63, 0.48, 2.43], [1.48, 0.53, -0.51], [0.41, 1.68, 0.29], [1.89, -1.15, 2.56], [1.64, -1.70, -0.60], [0.19, 1.56, -2.34], [-1.98, -0.22, 0.89], [-1.93, 1.58, 0.35], [-2.82, 0.45, -0.49]], "lumo_energy_ev": 1.0, "homo_lumo_gap_ev": 9.6, "total_charge": 0, "smiles": "C[C@@H](N)CN(C)C", "e_homo_ev": -8.5}

No. 7
{"formula": "C42H45CrF4N2OTe2", "method": "the ωB97M-V functional and the def2-TZVPD basis", "symbols": ["Te", "Te", "Cr", "F", "F", "F", "F", "O", "N", "N", "C", "C", "C", "C", "C", "C", "C", "C", "C", "C", "C", "C", "C", "C", "C", "C", "C", "C", "C", "C", "C", "C", "C", "C", "C", "C", "C", "C", "C", "C", "C", "C", "C", "C", "C", "C", "C", "C", "C", "C", "C", "C", "H", "H", "H", "H", "H", "H", "H", "H", "H", "H", "H", "H", "H", "H", "H", "H", "H", "H", "H", "H", "H", "H", "H", "H", "H", "H", "H", "H", "H", "H", "H", "H", "H", "H", "H", "H", "H", "H", "H", "H", "H", "H", "H", "H", "H"], "coordinates": [[0.74, 3.08, -0.41], [0.91, -3.18, 0.77], [-0.10, 0.03, 0.02], [1.71, -0.07, -4.44], [0.48, 0.09, -2.02], [4.75, 0.16, 0.07], [5.90, 0.04, -2.31], [-1.96, 0.04, -0.58], [1.80, 0.13, 0.24], [-0.10, 0.19, 2.22], [0.23, 5.16, -0.19], [-1.81, 2.08, 2.27], [-0.54, -8.27, 0.33], [2.56, 0.10, -0.88], [-0.27, -5.88, 0.53], [1.32, -0.06, 2.60], [-2.65, -0.21, -2.89], [0.64, 3.22, -2.53], [-2.22, -1.24, 2.23], [4.56, 0.05, -2.26], [-2.10, -0.61, -5.61], [2.33, 0.43, 1.56], [1.63, -4.69, -0.59], [1.74, 3.58, -4.64], [-1.09, 5.58, -0.22], [1.88, 0.04, -2.11], [-0.98, -7.05, 0.82], [0.95, 7.43, 0.09], [-1.79, -2.55, -2.38], [0.60, -8.33, -0.45], [0.51, 3.52, -5.29], [1.25, 6.08, -0.03], [-3.14, 0.70, -3.85], [-1.72, -0.76, -7.05], [-0.59, 3.16, -3.18], [-1.39, 6.93, -0.10], [-2.83, 0.50, -5.18], [-2.78, 0.16, -1.51], [-2.04, -1.41, -3.33], [0.87, -5.95, -0.26], [2.47, -0.02, -3.34], [-0.38, 7.85, 0.06], [-1.76, -1.58, -4.67], [3.85, -0.02, -3.45], [-3.96, 1.90, -3.46], [1.81, 3.43, -3.26], [1.30, -7.18, -0.75], [-0.65, 3.32, -4.56], [3.96, 0.11, -1.02], [-0.74, -4.55, 1.06], [-0.97, -0.77, 2.97], [-0.42, 1.58, 2.65], [-3.17, 1.22, -5.91], [-2.91, -0.44, 2.01], [-2.61, -2.65, -1.66], [-3.68, 0.73, -1.25], [-1.28, -2.49, -5.00], [2.28, 5.75, 0.00], [4.35, -0.06, -4.40], [-1.25, -0.33, 3.93], [-1.09, -9.17, 0.57], [2.65, 3.74, -5.21], [-0.98, -0.01, -7.31], [1.54, 0.41, 3.57], [-1.95, -1.74, 1.30], [-2.58, -0.63, -7.70], [-0.38, -1.66, 3.20], [-2.02, 1.90, 1.21], [-0.87, -2.42, -1.82], [-1.61, 3.30, -5.06], [-0.61, 8.90, 0.16], [-1.49, 3.01, -2.60], [-1.29, -1.75, -7.23], [0.33, 2.23, 2.21], [1.46, -4.38, -1.62], [-2.74, -1.97, 2.86], [0.94, -9.29, -0.83], [-1.89, 4.85, -0.34], [2.52, 1.51, 1.66], [2.70, -4.82, -0.44], [-1.71, -3.49, -2.93], [-1.86, -6.99, 1.44], [1.46, -1.13, 2.72], [-4.28, 2.44, -4.35], [2.76, 3.48, -2.75], [-3.41, 2.60, -2.83], [-1.62, -4.20, 0.52], [3.28, -0.07, 1.76], [-1.85, 3.16, 2.44], [-2.43, 7.25, -0.13], [2.19, -7.23, -1.36], [-2.58, 1.62, 2.88], [-0.30, 1.65, 3.73], [0.46, 3.64, -6.36], [1.75, 8.15, 0.22], [-4.86, 1.60, -2.92], [-0.98, -4.61, 2.12]], "lumo_energy_ev": [-3.2, -3.4], "homo_lumo_gap_ev": [6.5, 6.7], "multiplicity": 5, "total_charge": 1, "s2": 6.0166, "e_homo_ev": [-9.8, -10.1]}

No. 8
{"formula": "C39H32AsNO6PtS", "method": "the ωB97M-V functional and the def2-TZVPD basis", "symbols": ["Pt", "As", "S", "O", "O", "O", "O", "O", "O", "N", "C", "C", "C", "C", "C", "C", "C", "C", "C", "C", "C", "C", "C", "C", "C", "C", "C", "C", "C", "C", "C", "C", "C", "C", "C", "C", "C", "C", "C", "C", "C", "C", "C", "C", "C", "C", "C", "C", "C", "H", "H", "H", "H", "H", "H", "H", "H", "H", "H", "H", "H", "H", "H", "H", "H", "H", "H", "H", "H", "H", "H", "H", "H", "H", "H", "H", "H", "H", "H", "H", "H"], "coordinates": [[-0.12, -0.43, 0.62], [-1.26, 2.38, 1.73], [-1.94, 0.70, -2.19], [1.85, -1.12, -3.67], [1.35, 0.26, -1.95], [0.59, -1.28, 2.24], [-1.30, 0.70, 1.81], [1.35, -3.26, 2.94], [-1.21, 0.70, -0.84], [1.13, -1.82, -0.26], [-1.68, 2.83, 5.83], [1.04, -2.49, 2.06], [-0.83, 3.89, 6.14], [-1.80, 2.39, 4.52], [-5.53, 3.83, 0.50], [-3.41, 4.27, 1.54], [-4.77, -1.34, -4.98], [-1.06, 3.02, 3.52], [1.59, -0.87, -2.51], [0.20, 1.76, -3.82], [1.33, 1.78, -2.93], [-2.98, 3.00, 1.16], [2.24, 4.45, -0.57], [-1.15, 1.98, -3.27], [1.78, -4.38, -1.12], [-4.69, 4.69, 1.20], [0.39, 1.61, -5.20], [2.75, 1.83, -4.92], [-1.52, -0.81, -3.09], [-0.20, 4.07, 3.82], [-5.10, 2.56, 0.15], [-2.07, -1.01, -5.51], [2.49, 3.36, 0.24], [1.56, -4.13, 0.23], [-2.97, -1.17, -6.56], [-2.51, -1.02, -4.20], [-0.11, 4.29, -0.08], [0.94, 4.92, -0.74], [0.15, 3.19, 0.73], [-3.82, 2.14, 0.49], [1.46, -2.04, -1.54], [1.45, 2.72, 0.90], [-0.09, 4.50, 5.14], [-4.32, -1.33, -6.29], [1.65, 1.61, -5.77], [2.61, 1.96, -3.57], [1.24, -2.85, 0.61], [-3.87, -1.18, -3.94], [1.76, -3.31, -2.00], [3.47, 2.14, -2.93], [-5.03, 5.67, 1.48], [-2.25, 2.34, 6.61], [-1.90, 2.09, -4.06], [0.74, 5.76, -1.38], [-2.44, 1.56, 4.28], [1.16, 2.37, -2.03], [-2.76, 4.94, 2.09], [1.64, 1.85, 1.52], [2.00, -3.41, -3.05], [-1.01, -0.88, -5.72], [1.62, -4.89, 0.99], [-5.83, -1.47, -4.77], [1.78, 1.52, -6.83], [3.05, 4.94, -1.09], [-0.74, 4.22, 7.16], [0.58, 5.32, 5.38], [-0.52, -0.69, -3.50], [0.38, 4.54, 3.05], [-6.54, 4.15, 0.25], [2.01, -5.38, -1.47], [-1.13, 4.65, -0.21], [-1.53, -1.60, -2.34], [3.74, 1.94, -5.35], [3.50, 2.99, 0.36], [-3.48, 1.14, 0.25], [-2.61, -1.17, -7.58], [-5.77, 1.89, -0.38], [-5.03, -1.45, -7.11], [-0.49, 1.54, -5.83], [-4.22, -1.20, -2.91], [-1.22, 2.85, -2.60]], "lumo_energy_ev": 0.0, "homo_lumo_gap_ev": 6.3, "total_charge": 0, "e_homo_ev": -6.3}

No. 9
{"formula": "C2H7N3S", "method": "the ωB97M-V functional and the def2-TZVPD basis", "symbols": ["S", "N", "N", "N", "C", "C", "H", "H", "H", "H", "H", "H", "H"], "coordinates": [[2.07, 0.20, -0.01], [-0.77, 1.62, 0.02], [0.82, -1.16, 0.18], [-1.17, 0.24, -0.19], [-0.38, -0.95, 0.01], [-2.63, -0.35, 0.01], [3.24, -0.65, -0.44], [-0.40, 1.85, 1.00], [-2.90, -0.28, 1.16], [0.14, 1.81, -0.61], [-1.15, -1.81, -0.27], [-2.65, -1.47, -0.40], [-3.42, 0.27, -0.50]], "lumo_energy_ev": 0.6, "homo_lumo_gap_ev": 9.1, "total_charge": 0, "smiles": "CN(N)/C=N\\S", "e_homo_ev": -8.5}

No. 10
{"formula": "C2H6O3PS", "method": "the ωB97M-V functional and the def2-TZVPD basis", "symbols": ["S", "P", "O", "O", "O", "C", "C", "H", "H", "H", "H", "H", "H"], "coordinates": [[1.29, -1.69, 1.03], [-2.36, -1.11, -0.24], [-1.13, -0.75, 1.41], [-1.50, -0.09, -1.17], [-3.51, -0.26, 0.15], [0.11, -0.36, 1.25], [-0.58, -0.58, -2.13], [0.57, 0.27, 2.01], [0.96, -2.02, 2.27], [0.16, -1.21, -1.57], [-1.17, -1.14, -2.85], [-0.30, 0.40, -2.69], [0.25, 0.32, 0.40]], "lumo_energy_ev": 3.4, "homo_lumo_gap_ev": 7.4, "total_charge": -1, "smiles": "COP([O-])OCS", "e_homo_ev": -4.1}

No. 11
{"formula": "C3H3NO2", "method": "the ωB97M-V functional and the def2-TZVPD basis", "symbols": ["O", "O", "N", "C", "C", "C", "H", "H", "H"], "coordinates": [[-0.84, 1.76, 1.49], [-0.48, 1.11, -0.62], [-0.27, -0.04, -1.37], [0.24, -0.85, -0.30], [-0.39, 0.98, 0.72], [0.19, -0.37, 0.90], [0.50, -1.89, -0.63], [0.53, 0.13, -1.96], [0.53, -0.83, 1.76]], "lumo_energy_ev": 0.7, "homo_lumo_gap_ev": 10.8, "total_charge": 0, "smiles": "O=c1cc[nH]o1", "e_homo_ev": -10.0}

No. 12
{"formula": "C43H30Cl2FN4O4PbS3Te", "method": "the ωB97M-V functional and the def2-TZVPD basis", "symbols": ["Pb", "Te", "Cl", "Cl", "S", "S", "S", "F", "O", "O", "O", "O", "N", "N", "N", "N", "C", "C", "C", "C", "C", "C", "C", "C", "C", "C", "C", "C", "C", "C", "C", "C", "C", "C", "C", "C", "C", "C", "C", "C", "C", "C", "C", "C", "C", "C", "C", "C", "C", "C", "C", "C", "C", "C", "C", "C", "C", "C", "C", "H", "H", "H", "H", "H", "H", "H", "H", "H", "H", "H", "H", "H", "H", "H", "H", "H", "H", "H", "H", "H", "H", "H", "H", "H", "H", "H", "H", "H", "H"], "coordinates": [[-0.85, 0.25, -0.61], [2.33, 0.58, -0.63], [0.37, -7.13, -0.12], [3.38, -2.74, 0.62], [-3.54, -0.74, 3.64], [-6.45, -1.42, 3.55], [-1.16, 0.16, 2.02], [4.47, 5.04, 0.41], [0.93, -1.32, 0.11], [0.29, 2.37, 0.18], [-3.78, 3.74, -0.38], [-2.50, 2.00, -0.88], [-3.62, -0.38, 1.10], [-0.87, 6.26, 0.60], [-1.49, -2.35, -0.62], [-4.86, -0.75, 1.47], [-5.71, 0.32, -0.50], [0.92, 8.39, 0.41], [-1.35, 7.56, 1.07], [4.98, 2.19, -1.00], [3.71, 2.01, -1.54], [1.73, -4.84, 0.22], [-0.12, 3.55, 0.20], [5.92, 2.97, -1.65], [-1.76, 5.30, 0.29], [-1.47, 4.00, 0.04], [4.33, 3.43, -3.39], [-2.28, 7.37, 2.27], [-2.70, 3.16, -0.43], [0.87, 4.62, 0.37], [-0.17, 8.45, 1.47], [-0.48, -3.18, -0.31], [5.06, -1.81, -3.13], [2.32, -1.55, -2.85], [0.47, 5.96, 0.48], [-2.91, -4.22, -0.98], [3.16, -0.80, -2.04], [5.60, 3.58, -2.85], [-6.96, -1.52, 0.46], [-7.77, -0.41, -1.51], [-5.06, -1.00, 2.79], [2.84, -2.44, -3.77], [-2.66, -2.84, -0.93], [4.21, -2.57, -3.91], [1.86, -3.46, 0.28], [4.53, -0.93, -2.19], [-6.67, 0.44, -1.49], [2.77, 6.66, 0.34], [3.15, 5.32, 0.37], [1.43, 6.98, 0.41], [-2.79, -0.31, 2.08], [3.40, 2.64, -2.73], [-0.62, -4.60, -0.36], [-1.89, -5.09, -0.71], [-5.86, -0.66, 0.48], [-7.91, -1.39, -0.54], [0.51, -5.40, -0.08], [2.23, 4.31, 0.37], [0.79, -2.59, 0.05], [5.19, -0.34, -1.57], [-2.80, 5.61, 0.22], [2.41, 2.50, -3.15], [-8.76, -2.06, -0.56], [-3.21, 6.90, 1.99], [4.08, 3.90, -4.33], [-1.90, 8.04, 0.25], [-3.90, -4.59, -1.23], [1.25, -1.44, -2.75], [-2.50, 8.34, 2.71], [2.17, -3.03, -4.38], [-0.53, 9.47, 1.62], [0.50, 8.64, -0.56], [3.52, 7.43, 0.25], [6.34, 4.18, -3.37], [1.72, 9.10, 0.63], [5.22, 1.73, -0.05], [4.62, -3.26, -4.64], [-7.07, -2.28, 1.22], [-4.86, 0.97, -0.47], [-6.57, 1.21, -2.24], [0.24, 8.09, 2.42], [-2.03, -6.16, -0.76], [6.91, 3.10, -1.24], [6.13, -1.90, -3.23], [-1.79, 6.75, 3.02], [-3.43, -2.12, -1.16], [2.59, -5.46, 0.40], [2.53, 3.28, 0.34], [-8.52, -0.30, -2.28]], "lumo_energy_ev": 2.0, "homo_lumo_gap_ev": 7.0, "total_charge": -1, "e_homo_ev": -5.0}

No. 13
{"formula": "C19H32N3O3", "method": "the ωB97M-V functional and the def2-TZVPD basis", "symbols": ["O", "O", "O", "N", "N", "N", "C", "C", "C", "C", "C", "C", "C", "C", "C", "C", "C", "C", "C", "C", "C", "C", "C", "C", "C", "H", "H", "H", "H", "H", "H", "H", "H", "H", "H", "H", "H", "H", "H", "H", "H", "H", "H", "H", "H", "H", "H", "H", "H", "H", "H", "H", "H", "H", "H", "H", "H"], "coordinates": [[1.37, 5.27, -0.98], [-2.32, 1.23, -0.18], [-0.09, -1.26, -2.36], [0.67, -4.63, 1.05], [0.18, -2.03, -0.02], [-0.28, 0.96, -2.01], [1.51, -2.43, 0.46], [2.07, -7.90, 2.39], [-0.05, -0.58, -0.10], [2.04, -6.41, 2.09], [1.33, 6.53, -0.32], [-1.45, 2.28, -0.29], [1.69, -3.93, 0.29], [0.51, 3.15, -1.41], [-1.53, 3.48, 0.41], [-0.16, -0.29, -1.61], [0.89, -6.06, 1.15], [-3.55, 1.41, 0.52], [0.42, 4.35, -0.71], [-0.87, -2.78, 0.71], [2.50, 7.35, -0.85], [-0.40, 2.13, -1.21], [-0.64, -4.28, 0.53], [-0.62, 4.50, 0.21], [-3.41, 1.14, 2.02], [-0.80, -2.53, 1.77], [-2.33, 3.64, 1.11], [0.77, -0.01, 0.33], [2.19, -8.47, 1.47], [1.59, -2.17, 1.52], [3.43, 6.84, -0.63], [2.50, 8.32, -0.37], [-1.85, -2.50, 0.32], [-4.23, 0.68, 0.07], [-3.11, 0.11, 2.19], [2.67, -4.21, 0.67], [2.91, -8.13, 3.04], [2.41, 7.48, -1.92], [-3.95, 2.41, 0.33], [1.07, -6.51, 0.15], [-1.40, -4.82, 1.09], [1.65, -4.19, -0.79], [1.15, -8.21, 2.87], [-0.02, -6.50, 1.55], [-4.37, 1.31, 2.50], [0.11, -2.29, -1.07], [2.27, -1.89, -0.10], [1.30, 3.03, -2.13], [0.38, 7.03, -0.54], [1.42, 6.39, 0.76], [-0.74, -4.54, -0.54], [-0.29, 1.11, -3.02], [-0.98, -0.29, 0.38], [3.00, -6.11, 1.65], [-0.73, 5.41, 0.77], [-2.67, 1.80, 2.47], [1.91, -5.84, 3.01]], "lumo_energy_ev": -2.0, "homo_lumo_gap_ev": 8.8, "total_charge": 1, "smiles": "CCCN1CC[NH+](CC(=O)Nc2cc(OCC)ccc2OCC)CC1", "e_homo_ev": -10.8}